No. 1
Formula: C2HIN3S
Source: the Open Molecules 2025 dataset
Level of theory: ωB97M-V/def2-TZVPD

Its spin multiplicity is 1. The total charge is -1. For the HOMO energy (spin up / spin down), the calculation gives -4.01 / -3.73 eV. For the strongest force on any atom, the calculation gives 5.2 eV Å⁻¹. For the orbital gap (spin up / spin down), the calculation gives 3.9 / 3.3 eV.

Geometry (Å):
I (-5.84, 1.05, 0.03)
S (-1.54, -0.76, 0.69)
N (2.36, -1.78, -0.30)
N (-0.02, -0.55, 0.24)
N (1.95, 0.56, -0.37)
C (0.66, 0.56, -0.05)
C (2.37, -0.63, -0.37)
H (0.06, 1.55, 0.12)

=====

No. 2
Formula: C2H8NO
Source: the Open Molecules 2025 dataset
Level of theory: ωB97M-V/def2-TZVPD

Its spin multiplicity is 1. The total charge is +1. For the HOMO energy, the calculation gives -13.80 eV. The energy above the lowest of the compared OMol25 structures with the same formula, charge and spin comes out at 1.989 eV. For the strongest force on any atom, the calculation gives 3.9 eV Å⁻¹. For the orbital gap, the calculation gives 9.8 eV.

Geometry (Å):
O (0.12, -0.17, 1.47)
N (-1.57, -0.97, -0.84)
C (1.38, 1.10, -0.27)
C (1.29, 0.39, 0.87)
H (-2.24, -0.24, -1.03)
H (-0.86, -0.67, -0.23)
H (2.46, 1.52, -0.49)
H (-2.09, -1.80, -0.85)
H (2.01, 0.16, 1.62)
H (0.00, 0.32, 2.30)
H (0.54, 1.51, -0.85)
H (-1.04, -1.14, -1.70)